Entry 1:
The molecule C5H6O3 in a non-equilibrium geometry, computed with ωB97M-V/def2-TZVPD.

Geometry (Å):
C  2.016  -0.060  0.145
C  -0.045  -0.628  0.269
C  -2.124  -0.032  0.060
C  -1.435  1.137  0.039
C  -0.016  0.747  -0.281
H  2.904  -0.048  -0.542
H  2.378  -0.169  1.182
H  0.028  -0.644  1.390
H  -3.100  -0.415  0.250
H  -1.787  2.170  0.081
H  -0.017  0.685  -1.382
O  1.153  -1.148  -0.281
O  -1.289  -1.113  -0.086
O  1.289  1.190  0.070

Forces on atoms 1 to 3 (eV/Å):
1.194 -0.245 -0.860
0.910 0.049 0.200
1.610 0.930 0.200

Output
LUMO energy, eV: 1.05
HOMO energy, eV: -9.066
ΔE to the lowest compared entry with this formula, charge and spin, kcal per mole: 66.4
Spin multiplicity: 1
HOMO-LUMO gap, eV: 10.11

***

Entry 2:
The molecule C5H8O2, computed with ωB97M-V/def2-TZVPD.

Geometry (Å):
C  1.850  -0.093  0.888
C  0.568  0.015  0.131
C  -0.071  -0.915  -0.852
C  -0.900  -0.272  0.252
O  -1.574  -1.025  1.194
C  -1.109  1.207  0.024
O  0.283  1.362  -0.304
H  2.659  0.153  0.189
H  2.034  -1.090  1.292
H  1.866  0.645  1.696
H  -0.044  -0.643  -1.907
H  0.010  -1.982  -0.653
H  -2.513  -1.013  0.962
H  -1.788  1.535  -0.771
H  -1.348  1.728  0.962

Forces on atoms 1 to 3 (eV/Å):
-0.012 -0.053 0.025
0.275 -0.094 0.056
-0.022 -0.068 -0.079

Output
LUMO energy, eV: 0.78
HOMO energy, eV: -9.267
ΔE to the lowest compared entry with this formula, charge and spin, kcal per mole: 59.6
Spin multiplicity: 1
HOMO-LUMO gap, eV: 10.04

***

Entry 3:
The ion C13H11BF13N2O2 with charge +1, computed with ωB97M-V/def2-TZVPD.

Geometry (Å):
O  3.849  2.035  -2.350
B  2.802  2.559  -1.712
O  2.391  3.839  -1.789
N  1.936  1.515  -0.932
C  0.724  1.138  -1.760
C  -0.278  0.394  -0.880
C  -1.348  -0.287  -1.730
F  -1.409  0.331  -2.940
F  -1.019  -1.575  -1.952
C  -2.801  -0.227  -1.169
F  -3.040  1.055  -0.810
F  -3.632  -0.558  -2.163
C  -3.195  -1.167  0.021
F  -4.488  -0.911  0.269
F  -3.064  -2.434  -0.396
C  -2.381  -1.009  1.338
F  -1.185  -1.598  1.126
F  -2.138  0.299  1.583
C  -3.024  -1.650  2.612
F  -2.014  -2.054  3.399
F  -3.743  -2.718  2.248
C  -3.920  -0.684  3.467
F  -4.631  0.144  2.687
F  -4.759  -1.410  4.212
F  -3.134  0.058  4.267
C  2.706  0.355  -0.422
C  3.028  0.304  0.921
C  3.754  -0.785  1.367
C  4.110  -1.765  0.443
N  3.795  -1.693  -0.842
C  3.111  -0.656  -1.284
H  4.383  2.677  -2.839
H  1.878  4.227  -1.072
H  1.571  1.983  -0.098
H  0.302  2.064  -2.154
H  1.065  0.546  -2.608
H  0.228  -0.378  -0.296
H  -0.754  1.097  -0.193
H  2.718  1.085  1.611
H  4.039  -0.885  2.407
H  4.670  -2.638  0.758
H  2.895  -0.625  -2.346

Forces on atoms 1 to 3 (eV/Å):
-0.099 0.129 -0.010
-0.094 0.004 -0.244
0.240 -0.104 0.334

Output
LUMO energy, eV: -3.52
HOMO energy, eV: -13.635
Charge: +1
Spin multiplicity: 1
HOMO-LUMO gap, eV: 10.11

***

Entry 4:
A cluster of 2 separate species, C10H16 in total in a non-equilibrium geometry, computed with ωB97M-V/def2-TZVPD.

Geometry (Å):
C  0.828  -0.719  0.849
C  1.069  -1.503  2.052
C  -0.753  -0.547  0.579
C  -1.773  -0.552  1.508
C  -1.251  -0.108  -0.718
C  -3.172  -0.543  1.178
C  -2.562  0.265  -0.936
C  -3.616  0.003  -0.060
H  1.365  0.265  0.850
H  1.183  -1.345  0.011
H  1.111  -2.588  1.803
H  -1.467  -0.868  2.464
H  -0.500  -0.143  -1.424
H  -3.856  -0.835  1.985
H  -2.770  0.652  -1.943
H  -4.659  0.338  -0.301
H  0.278  -1.763  2.798
H  1.973  -1.295  2.616
C  2.318  2.021  -1.112
C  2.394  0.909  -2.169
H  1.369  2.570  -1.382
H  2.138  1.575  -0.196
H  3.183  2.650  -1.068
H  1.778  1.097  -2.967
H  1.969  -0.129  -1.828
H  3.422  0.592  -2.592

Forces on atoms 1 to 3 (eV/Å):
-2.572 0.853 -1.667
-0.073 -3.630 2.542
-0.436 2.214 -2.009

Output
LUMO energy, eV: 0.96
HOMO energy, eV: -8.916
ΔE to the lowest compared entry with this formula, charge and spin, kcal per mole: 53.9
Spin multiplicity: 1
HOMO-LUMO gap, eV: 9.88

***

Entry 5:
A cluster of 2 separate species, CH4OS in total in a non-equilibrium geometry, computed with ωB97M-V/def2-TZVPD.

Geometry (Å):
C  0.025  -0.191  -0.632
O  -0.897  -1.033  -0.110
S  1.706  -0.293  -0.105
H  0.072  0.103  -1.606
H  -0.090  2.122  -0.421
H  -0.517  -1.754  0.358
H  1.449  -0.148  1.184

Forces on atoms 1 to 3 (eV/Å):
1.416 0.068 2.963
-0.934 1.533 -1.485
-0.144 -0.381 -0.146

Output
LUMO energy (alpha / beta), eV: 0.18 / -0.28
HOMO energy (alpha / beta), eV: -9.485 / -7.941
ΔE to the lowest compared entry with this formula, charge and spin, kcal per mole: 90.8
Spin multiplicity: 1
HOMO-LUMO gap (alpha / beta), eV: 9.67 / 7.67

***

Entry 6:
A cluster of 2 separate species, C4H9ClN2O in total in a non-equilibrium geometry, computed with ωB97M-V/def2-TZVPD.

Geometry (Å):
C  0.557  -1.003  1.160
C  -1.874  0.305  -0.765
C  1.854  -1.099  0.423
C  -1.038  -0.252  -1.609
N  2.045  -0.135  -0.352
N  -0.117  0.337  -2.509
O  3.117  -0.167  -1.220
Cl  -1.319  -1.998  -1.819
H  0.627  -1.407  2.066
H  0.322  0.078  1.304
H  -0.225  -1.325  0.502
H  -2.665  -0.301  -0.293
H  3.701  -0.929  -1.104
H  -1.630  1.286  -0.394
H  2.460  -1.954  0.558
H  -0.202  1.266  -2.325
H  0.822  -0.042  -2.212

Forces on atoms 1 to 3 (eV/Å):
0.271 3.169 -2.790
-0.360 0.072 1.100
-1.543 0.721 0.546

Output
LUMO energy, eV: 0.82
HOMO energy, eV: -9.024
ΔE to the lowest compared entry with this formula, charge and spin, kcal per mole: 76.7
Spin multiplicity: 1
HOMO-LUMO gap, eV: 9.84